The following is a DFT calculation (ωB97M-V/def2-TZVPD) of an isolated molecule of C23H26N2O5 in a non-equilibrium geometry.

Values from the calculation:
- Structure (SMILES): COc1ccc(OCc2cc(C(=O)N[C@H]3CCOC(C)(C)C3)no2)c2ccccc12
- Total energy: -37489.7318 eV
- E_LUMO: 0.601 eV
- Gap between HOMO and LUMO: 8.527 eV
- ΔE to the lowest compared entry with this formula, charge and spin: 83.8 kcal/mol
- HOMO energy: -0.291 Eh
- Spin multiplicity: 1
- Strongest force on any atom: 1.15 eV/A

Last column: Löwdin charge in e.
Geometry (Å):
C 2.9192 4.7525 0.7596  -0.08
O 1.7823 4.0397 0.3377  -0.08
C 1.8656 3.2913 -0.7929  -0.22
C 2.9800 3.1918 -1.5907  -0.01
C 2.9783 2.3597 -2.7189  0.00
C 1.8594 1.6604 -3.0787  -0.24
O 1.8774 0.7907 -4.1647  -0.05
C 2.4342 -0.4830 -3.8667  -0.09
C 1.7594 -1.0743 -2.6732  -0.23
C 1.9369 -0.8228 -1.3400  0.07
C 0.8335 -1.4640 -0.7291  -0.18
C 0.4713 -1.4142 0.7098  -0.44
O 1.2439 -1.0280 1.5642  0.08
N -0.7957 -1.8056 0.9427  0.12
C -1.4158 -1.7290 2.2462  -0.30
C -2.4467 -0.5990 2.2999  -0.10
C -3.1153 -0.6067 3.6749  -0.19
O -3.7247 -1.8420 3.9591  -0.10
C -2.8554 -2.9714 3.9390  -0.57
C -3.7837 -4.1814 4.0762  -0.02
C -1.8748 -2.9525 5.1197  -0.01
C -2.1026 -3.0493 2.5955  -0.07
N 0.0889 -2.0528 -1.6365  0.12
O 0.6557 -1.8206 -2.8352  0.03
C 0.6708 1.7736 -2.3076  -0.10
C -0.5137 1.0930 -2.6561  -0.02
C -1.6151 1.1478 -1.8487  -0.07
C -1.5887 1.9041 -0.6690  -0.08
C -0.4689 2.6121 -0.3285  0.00
C 0.6838 2.5692 -1.1364  -0.08
H 3.7583 4.0816 0.9684  0.10
H 2.6252 5.2575 1.6784  0.09
H 3.2237 5.4985 0.0185  0.10
H 3.8845 3.7301 -1.3575  0.10
H 3.8786 2.2683 -3.3083  0.12
H 2.2607 -1.0937 -4.7546  0.14
H 3.5116 -0.3973 -3.6704  0.14
H 2.7056 -0.2628 -0.8535  0.13
H -1.3523 -2.0960 0.1528  0.14
H -0.6005 -1.5161 2.9454  0.14
H -1.9636 0.3621 2.1226  0.12
H -3.2022 -0.7633 1.5283  0.12
H -3.9271 0.1238 3.7137  0.13
H -2.3767 -0.3456 4.4455  0.12
H -4.5415 -4.1533 3.2983  0.09
H -3.2184 -5.1051 3.9935  0.09
H -4.2837 -4.1513 5.0398  0.09
H -1.1190 -2.1807 5.0084  0.07
H -1.3735 -3.9133 5.1936  0.09
H -2.4234 -2.7711 6.0410  0.09
H -1.3682 -3.8541 2.6372  0.13
H -2.8239 -3.2809 1.8077  0.13
H -0.5293 0.5257 -3.5748  0.12
H -2.5121 0.6102 -2.1188  0.11
H -2.4651 1.9352 -0.0383  0.10
H -0.4423 3.2140 0.5660  0.11